(1)
Density functional theory data (ωB97M-V with the def2-TZVPD basis set) for a structure of composition C15H18FGaNO4.

Cartesian coordinates (Å):
C: 3.9473 0.3888 -2.2861
C: 2.4825 0.4726 -2.6944
C: 1.6124 -0.6652 -2.2217
F: 2.0605 -1.0423 -0.8953
Ga: -0.4192 -0.3205 -2.2033
N: -0.7997 1.5306 -1.6796
H: 4.3263 -0.6181 -2.4556
H: 4.5607 1.0796 -2.8595
H: 4.0706 0.5994 -1.2293
H: 2.0687 1.4233 -2.3556
H: 2.4324 0.4556 -3.7823
H: 1.8306 -1.5366 -2.8415
H: -1.0699 -1.2982 -1.0858
H: -1.0230 -0.6267 -3.6655
H: -0.3697 1.6723 -0.7672
H: -0.3021 2.1619 -2.3038
C: 0.1892 -4.1006 3.6418
C: -0.5054 -2.9695 3.6897
C: -0.1135 -1.7982 2.8612
O: -0.7401 -0.7626 2.9033
C: 1.0673 -1.9446 1.9720
C: 1.7538 -3.0827 1.9178
C: 1.3765 -4.2453 2.7541
O: 1.9994 -5.2877 2.7286
H: -0.0681 -4.9696 4.2345
H: -1.3738 -2.8410 4.3238
H: 1.3071 -1.0929 1.3477
H: 2.6010 -3.2142 1.2577
C: -3.0729 3.5551 -0.9712
C: -2.4701 4.1210 0.0670
C: -2.0855 3.3268 1.2615
O: -1.5278 3.8558 2.2054
C: -2.4137 1.8834 1.2569
C: -3.0148 1.3158 0.2168
C: -3.3965 2.1031 -0.9818
O: -4.0117 1.6112 -1.9031
H: -3.3622 4.1112 -1.8542
H: -2.2197 5.1744 0.0953
H: -2.0917 1.3175 2.1225
H: -3.2354 0.2573 0.1790

Values from the calculation:
* LUMO level: 0.884 eV
* orbital gap: 0.20937 Ha
* net charge: -1
* HOMO: -4.81 eV
* energy: -80619.221 eV
* strongest force on any atom: 0.008 Eh/bohr

***

(2)
Density functional theory data (ωB97M-V with the def2-TZVPD basis set) for a structure of composition C15H18FMoN4O6S in a non-equilibrium geometry.

Cartesian coordinates (Å):
Mo: -0.2545 -0.4639 0.1702
O: 0.0487 2.8343 -2.0657
C: -0.3285 1.9883 -1.2952
O: 0.1315 0.7579 -1.2081
C: -1.3328 2.1974 -0.1978
C: -2.1242 3.3085 0.0348
C: -2.9761 3.3028 1.1368
C: -3.0090 2.1847 1.9682
C: -2.1991 1.1045 1.6601
N: -1.3653 1.1075 0.5983
C: -2.0665 -0.2067 2.3910
O: -2.7676 -0.5777 3.3029
O: -1.0977 -0.8958 1.8396
H: -2.0652 4.1446 -0.6431
H: -3.5863 4.1651 1.3543
H: -3.6454 2.1346 2.8373
O: 1.4297 0.4338 1.0150
S: 2.5023 1.2707 0.3125
C: 3.9168 1.0688 1.4565
C: 5.1307 0.9151 0.5625
C: 4.7349 -0.1220 -0.4870
C: 3.2896 0.1503 -0.9129
H: 3.7056 0.1600 2.0191
H: 3.9710 1.9153 2.1328
H: 5.9931 0.5809 1.1392
H: 5.3777 1.8646 0.0863
H: 4.8106 -1.1184 -0.0528
H: 5.3984 -0.0775 -1.3490
H: 2.6851 -0.7608 -0.9519
H: 3.2278 0.6512 -1.8759
C: -4.5204 -3.9756 0.0455
N: -3.7036 -2.8623 -0.3688
C: -4.1877 -1.7384 -1.1348
C: -2.9578 -0.8382 -1.1736
O: -2.8424 0.2649 -1.6353
N: -1.9433 -1.5012 -0.5185
C: -2.4268 -2.6696 -0.0458
N: -1.6849 -3.5217 0.6491
H: -5.5146 -3.8476 -0.3747
H: -4.5955 -4.0097 1.1351
H: -4.1038 -4.9156 -0.3200
H: -5.0303 -1.2387 -0.6469
H: -4.4932 -2.0306 -2.1446
H: -0.7286 -3.2687 0.8660
H: -2.0802 -4.3480 1.0679
F: 0.7254 -2.0153 -0.1998

Values from the calculation:
* LUMO level (alpha / beta): -3.294 / -4.031 eV
* spin multiplicity: 3
* <S²>: 2.02
* orbital gap (alpha / beta): 0.29744 / 0.32838 Ha
* net charge: +1
* HOMO (alpha / beta): -11.39 / -12.97 eV
* energy: -49499.526 eV
* strongest force on any atom: 0.088 Eh/bohr

***

(3)
Density functional theory data (ωB97M-V with the def2-TZVPD basis set) for a structure of composition C15H18IrN4O7P2S in a non-equilibrium geometry.

Cartesian coordinates (Å):
Ir: -0.2378 0.1652 -0.7837
N: 2.2860 -3.0144 -1.7989
C: 1.5185 -2.1487 -1.1310
S: -0.1733 -1.9673 -1.5908
N: 2.0048 -1.4943 -0.1165
N: 0.9939 -0.7423 0.4398
C: 0.7021 -0.8520 1.6920
C: 1.4856 -1.6339 2.6623
C: 0.8402 -2.5648 3.4757
C: 1.5680 -3.3061 4.3929
C: 2.9363 -3.1084 4.5124
C: 3.5796 -2.1781 3.7070
C: 2.8612 -1.4469 2.7765
C: -0.5739 -0.2280 2.0211
C: -1.0403 0.0180 3.3005
C: -2.2817 0.6091 3.4580
C: -3.0238 0.9371 2.3349
C: -2.4980 0.6824 1.0843
N: -1.3002 0.1082 0.9319
H: 1.9436 -3.4907 -2.6123
H: 3.2234 -3.1909 -1.4791
H: -0.2262 -2.7279 3.3767
H: 1.0668 -4.0381 5.0116
H: 3.5035 -3.6819 5.2334
H: 4.6461 -2.0244 3.8012
H: 3.3613 -0.7330 2.1367
H: -0.4254 -0.2492 4.1476
H: -2.6634 0.8194 4.4476
H: -3.9967 1.3993 2.4161
H: -3.0265 0.9363 0.1773
C: -2.1315 2.2323 -4.2758
C: -1.2607 1.8160 -3.1088
O: -1.8302 0.6937 -2.3660
P: -1.0683 3.0826 -1.8082
O: -0.2786 4.2656 -2.4254
O: -2.4626 3.6894 -1.3964
O: -0.4865 2.3461 -0.6470
P: 0.4880 1.3817 -3.5869
O: 0.3075 0.3844 -4.8142
O: 1.1791 2.6394 -3.9699
O: 0.9851 0.5802 -2.3978
H: -3.1488 2.4424 -3.9434
H: -2.1648 1.4422 -5.0268
H: -1.7173 3.1236 -4.7483
H: -1.9022 -0.0615 -2.9717
H: 0.4676 3.9089 -3.0153
H: -2.7417 4.4683 -1.8950
H: 0.7121 0.7112 -5.6282

Values from the calculation:
* LUMO level: -3.626 eV
* orbital gap: 0.28073 Ha
* net charge: +1
* HOMO: -11.27 eV
* energy: -68393.201 eV
* strongest force on any atom: 0.029 Eh/bohr

***

(4)
Density functional theory data (ωB97M-V with the def2-TZVPD basis set) for a structure of composition C15H18N3NdO4 in a non-equilibrium geometry.

Cartesian coordinates (Å):
Nd: -13.0677 -5.4238 4.8713
O: -11.7385 -3.9850 1.2337
C: -12.5370 -4.2589 2.1070
O: -12.6839 -3.7613 3.3341
C: -13.5820 -5.6627 1.8426
O: -13.6914 -5.9672 0.6736
O: -14.0396 -6.2020 2.9605
C: -14.5934 -5.5839 8.4763
C: -15.1309 -4.6050 7.5007
N: -14.7690 -4.3775 6.2296
C: -15.6552 -3.3611 5.7584
C: -16.4866 -2.9876 6.7805
N: -16.1303 -3.7860 7.8831
H: -13.7570 -6.1527 8.0052
H: -15.3860 -6.2793 8.7700
H: -14.2213 -5.0817 9.3696
H: -15.5710 -2.9909 4.7400
H: -17.2444 -2.2042 6.8363
H: -16.5416 -3.8036 8.8223
C: -9.5214 -5.9602 3.9761
N: -9.0740 -5.4978 5.2719
C: -7.7568 -5.9617 5.6607
C: -10.0264 -5.3274 6.3292
C: -10.6015 -6.6424 6.8133
C: -9.8676 -7.5132 7.6708
C: -10.3834 -8.7766 7.9568
C: -11.6515 -9.1558 7.4567
C: -12.3396 -8.2900 6.6380
C: -11.8108 -7.0529 6.2927
H: -8.7905 -5.6997 3.2203
H: -10.4523 -5.4286 3.6981
H: -9.7265 -7.0440 3.9554
H: -7.0346 -5.5824 4.9461
H: -7.6759 -7.0557 5.6959
H: -7.5083 -5.5502 6.6444
H: -10.8524 -4.7108 5.8753
H: -9.5611 -4.7275 7.1162
H: -8.9486 -7.1461 8.1220
H: -9.8266 -9.4739 8.5881
H: -12.1539 -10.0835 7.7652
H: -13.3031 -8.5847 6.2233

Values from the calculation:
* LUMO level (alpha / beta): -0.321 / -0.316 eV
* spin multiplicity: 4
* <S²>: 3.76
* orbital gap (alpha / beta): 0.27910 / 0.27949 Ha
* net charge: 0
* HOMO (alpha / beta): -7.92 / -7.92 eV
* energy: -43784.457 eV
* strongest force on any atom: 0.052 Eh/bohr